1:
Density functional theory data (the ωB97M-V functional and the def2-TZVPD basis) for C4H7NO in the gas phase.

Properties
HOMO energy in eV: -9.7
Charge: 0
Multiplicity: 1
Structure (SMILES): C[C@H]1CN1C=O
M in g mol⁻¹: 85.1

Cartesian coordinates (Å):
C (-1.618, 0.067, 0.480)
C (-0.414, -0.733, 0.039)
C (0.504, -0.485, -1.132)
N (0.987, -0.371, 0.221)
C (1.595, 0.841, 0.478)
O (2.160, 1.482, -0.385)
H (-1.686, 0.076, 1.575)
H (-2.520, -0.446, 0.118)
H (-1.615, 1.091, 0.097)
H (-0.534, -1.793, 0.292)
H (0.827, -1.359, -1.694)
H (0.697, 0.488, -1.619)
H (1.617, 1.141, 1.530)


2:
Density functional theory data (the ωB97M-V functional and the def2-TZVPD basis) for C4H7NO in the gas phase.

Properties
HOMO energy in eV: -10.9
Charge: 0
Multiplicity: 1
Structure (SMILES): C[C@H](O)CC#N
M in g mol⁻¹: 85.1

Cartesian coordinates (Å):
C (-0.284, 0.202, -1.424)
C (-0.685, 0.275, 0.044)
O (-0.414, 1.536, 0.612)
C (-0.039, -0.850, 0.885)
C (1.384, -0.572, 1.101)
N (2.494, -0.283, 1.256)
H (-0.679, 1.073, -1.952)
H (-0.683, -0.703, -1.896)
H (0.808, 0.192, -1.540)
H (-1.770, 0.155, 0.128)
H (0.537, 1.705, 0.530)
H (-0.525, -0.911, 1.864)
H (-0.144, -1.820, 0.390)


3:
Density functional theory data (the ωB97M-V functional and the def2-TZVPD basis) for C4H7NO in the gas phase.

Properties
HOMO energy in eV: -9.3
Charge: 0
Multiplicity: 1
Structure (SMILES): O=CN1CCC1
M in g mol⁻¹: 85.1

Cartesian coordinates (Å):
O (2.944, 0.305, -0.038)
C (1.893, -0.374, -0.023)
N (0.579, -0.122, 0.111)
C (-0.640, -0.976, 0.045)
C (-1.409, 0.187, -0.152)
C (-0.223, 1.124, 0.070)
H (2.265, -1.450, -0.145)
H (-0.583, -1.779, -0.766)
H (-0.825, -1.375, 1.147)
H (-2.197, 0.285, 0.591)
H (-1.961, 0.542, -1.139)
H (-0.146, 1.826, 1.012)
H (0.302, 1.807, -0.715)


4:
Density functional theory data (the ωB97M-V functional and the def2-TZVPD basis) for a molecular structure, C4H7NO.

Properties
HOMO energy in eV: -8.9
Charge: 0
Multiplicity: 1
M in g mol⁻¹: 85.1

Cartesian coordinates (Å):
C (-0.985, 0.851, -0.896)
C (0.287, 0.222, -0.431)
C (0.412, -1.217, -0.150)
N (1.363, 0.925, -0.355)
C (0.012, -0.330, 1.467)
O (0.718, 0.036, 2.345)
H (-0.989, 1.914, -0.656)
H (-0.958, 0.715, -1.977)
H (-1.901, 0.377, -0.522)
H (-0.268, -1.996, 0.149)
H (1.309, -1.630, -0.672)
H (2.111, 0.418, 0.139)
H (-1.111, -0.315, 1.530)


Verdict on stability: 2 comes out on top.


1:
Density functional theory data (the ωB97M-V functional and the def2-TZVPD basis) for C4H7NO in the gas phase.

Properties
HOMO energy in eV: -9.6
Charge: 0
Multiplicity: 1
Structure (SMILES): C/C=N/CC=O
M in g mol⁻¹: 85.1

Cartesian coordinates (Å):
C (1.490, 1.538, -0.942)
C (0.310, 0.676, -0.647)
N (0.323, -0.068, 0.378)
C (-0.599, -1.181, 0.363)
C (-1.580, -1.136, 1.506)
O (-2.769, -1.295, 1.360)
H (1.292, 2.612, -0.962)
H (1.853, 1.239, -1.933)
H (2.255, 1.302, -0.200)
H (-0.482, 0.597, -1.411)
H (-1.148, -1.290, -0.583)
H (0.046, -2.060, 0.495)
H (-1.133, -0.948, 2.502)


2:
Density functional theory data (the ωB97M-V functional and the def2-TZVPD basis) for 2 unconnected molecules or ions with the total composition C4H7NO.

Properties
HOMO energy in eV: -10.8
Charge: 0
Multiplicity: 1
M in g mol⁻¹: 85.1

Cartesian coordinates (Å):
C (1.861, 0.381, 0.063)
C (0.724, 0.165, 1.060)
C (-0.535, -0.254, 0.384)
O (-1.590, 0.312, 0.592)
C (-2.426, -0.642, -2.575)
N (-2.802, -0.448, -1.488)
H (2.768, 0.669, 0.599)
H (2.070, -0.535, -0.499)
H (1.619, 1.171, -0.655)
H (0.483, 1.072, 1.621)
H (0.976, -0.631, 1.771)
H (-0.476, -1.095, -0.344)
H (-2.673, -0.165, -0.528)


3:
Density functional theory data (the ωB97M-V functional and the def2-TZVPD basis) for C4H7NO in the gas phase.

Properties
HOMO energy in eV: -8.3
Charge: 0
Multiplicity: 1
M in g mol⁻¹: 85.1

Cartesian coordinates (Å):
C (1.983, -0.214, 0.511)
C (0.731, 0.540, 0.148)
O (0.685, 1.749, 0.078)
C (-0.500, -0.298, -0.132)
C (-2.881, 0.191, -0.627)
N (-1.614, 0.525, -0.575)
H (2.455, -0.588, -0.406)
H (1.758, -1.079, 1.141)
H (2.679, 0.456, 1.018)
H (-0.270, -1.085, -0.862)
H (-0.788, -0.798, 0.798)
H (-2.899, -0.878, -0.301)
H (-1.339, 1.480, -0.792)


4:
Density functional theory data (the ωB97M-V functional and the def2-TZVPD basis) for C4H7NO in the gas phase.

Properties
HOMO energy in eV: -8.5
Charge: 0
Multiplicity: 1
M in g mol⁻¹: 85.1

Cartesian coordinates (Å):
O (1.205, 1.122, -1.524)
C (0.115, 0.643, -0.831)
C (-0.559, -1.117, -0.637)
N (-1.264, -0.694, 0.426)
C (-0.295, -0.308, 1.421)
C (0.124, 0.844, 0.586)
H (1.993, 0.981, -0.984)
H (-0.761, 0.873, -1.428)
H (0.358, -1.709, -0.489)
H (-1.122, -1.375, -1.533)
H (0.491, -1.058, 1.639)
H (-0.765, 0.005, 2.358)
H (0.480, 1.792, 0.996)


Verdict on stability: 1 comes out on top.


1:
Density functional theory data (the ωB97M-V functional and the def2-TZVPD basis) for 2 unconnected molecules or ions with the total composition C4H7NO.

Properties
HOMO energy in eV: -10.1
Charge: 0
Multiplicity: 1
Structure (SMILES): C=CC#N.CO
M in g mol⁻¹: 85.1

Cartesian coordinates (Å):
C (-0.846, 0.380, -0.966)
C (-1.733, -0.303, -0.242)
C (-2.051, 0.090, 1.104)
N (-2.297, 0.416, 2.189)
H (-0.357, 1.261, -0.563)
H (-0.578, 0.084, -1.975)
H (-2.234, -1.190, -0.616)
C (1.928, 0.107, 0.826)
O (1.572, -0.662, -0.306)
H (2.451, 0.994, 0.462)
H (1.051, 0.437, 1.401)
H (2.601, -0.442, 1.498)
H (1.006, -1.378, 0.003)


2:
Density functional theory data (the ωB97M-V functional and the def2-TZVPD basis) for a molecular structure, C4H7NO.

Properties
HOMO energy in eV: -9.2
Charge: 0
Multiplicity: 1
M in g mol⁻¹: 85.1

Cartesian coordinates (Å):
O (1.991, 0.858, 0.198)
C (0.854, 0.120, -0.451)
C (0.241, -1.243, -0.161)
C (-1.030, -0.496, 0.001)
N (-0.883, 0.471, 1.084)
C (-0.435, 0.820, -0.243)
H (1.641, 0.928, 1.103)
H (1.383, 0.374, -1.481)
H (0.573, -1.757, 0.743)
H (0.275, -1.922, -1.011)
H (-2.012, -0.831, -0.296)
H (-1.762, 0.963, 1.239)
H (-0.822, 1.711, -0.708)


Verdict on stability: 1 comes out on top.


1:
Density functional theory data (the ωB97M-V functional and the def2-TZVPD basis) for C4H7NO in the gas phase.

Properties
HOMO energy in eV: -9.3
Charge: 0
Multiplicity: 1
Structure (SMILES): O=CCN1CC1
M in g mol⁻¹: 85.1

Cartesian coordinates (Å):
O (0.454, 2.943, 0.467)
C (0.470, 1.899, -0.145)
C (0.836, 0.563, 0.459)
N (0.389, -0.593, -0.298)
C (-0.966, -0.798, -0.750)
C (-0.388, -1.611, 0.355)
H (0.235, 1.829, -1.226)
H (0.584, 0.585, 1.538)
H (1.910, 0.434, 0.300)
H (-1.022, -1.185, -1.768)
H (-1.718, -0.051, -0.497)
H (-0.759, -1.390, 1.357)
H (-0.026, -2.625, 0.208)


2:
Density functional theory data (the ωB97M-V functional and the def2-TZVPD basis) for C4H7NO in the gas phase.

Properties
HOMO energy in eV: -8.7
Charge: 0
Multiplicity: 1
M in g mol⁻¹: 85.1

Cartesian coordinates (Å):
C (-1.693, 0.376, 0.134)
N (-0.464, -0.156, -0.442)
C (0.417, -1.342, 0.470)
C (0.815, 0.071, 0.233)
C (1.978, 0.328, -0.686)
O (2.887, 1.080, -0.422)
H (-2.530, -0.283, -0.111)
H (-1.889, 1.371, -0.278)
H (-1.610, 0.446, 1.227)
H (-0.157, -1.384, 1.410)
H (-0.431, -1.066, -0.925)
H (0.717, 0.827, 1.014)
H (1.959, -0.270, -1.622)


3:
Density functional theory data (the ωB97M-V functional and the def2-TZVPD basis) for 2 unconnected molecules or ions with the total composition C4H7NO.

Properties
HOMO energy in eV: -9.8
Charge: 0
Multiplicity: 1
M in g mol⁻¹: 85.1

Cartesian coordinates (Å):
C (2.403, -0.584, -0.179)
C (-1.328, -1.217, -0.077)
C (-0.454, -0.215, -0.733)
C (-2.894, -1.040, -0.075)
N (2.631, -1.582, 0.610)
O (-0.595, -0.202, 0.568)
H (3.217, -0.511, -0.841)
H (1.479, 0.045, -0.223)
H (-0.889, -2.225, 0.007)
H (1.805, -1.636, 1.285)
H (-2.932, -0.197, 0.516)
H (-3.353, -1.927, 0.344)
H (-3.242, -0.779, -1.039)


4:
Density functional theory data (the ωB97M-V functional and the def2-TZVPD basis) for C4H7NO in the gas phase.

Properties
HOMO energy in eV: -9.6
Charge: 0
Multiplicity: 1
Structure (SMILES): O[C@H]1CN2C[C@@H]12
M in g mol⁻¹: 85.1

Cartesian coordinates (Å):
O (0.020, 1.195, -1.618)
C (-0.128, -0.074, -1.045)
C (1.024, -0.625, -0.184)
N (0.117, -0.926, 0.961)
C (-0.464, 0.350, 1.374)
C (-1.015, -0.316, 0.186)
H (0.481, 1.770, -0.992)
H (-0.435, -0.724, -1.872)
H (1.799, 0.109, 0.067)
H (1.511, -1.524, -0.569)
H (0.090, 1.280, 1.228)
H (-1.015, 0.284, 2.309)
H (-1.985, -0.798, 0.155)


Verdict on stability: 1 comes out on top.